The following is a DFT calculation (wB97M-V/def2-TZVPD) of C13H15IN as an isolated structure in a non-equilibrium geometry.

ΔE to the lowest compared entry with this formula, charge and spin   194.7 kJ/mol
Energy   -856.332001 a.u.
Frontier orbital gap   6.5 eV
Total charge   +1

Last column: natural (NBO) charge in e.
Geometry (Å):
1 C 1.80388 0.33206 -3.34365  -0.167
2 C 1.87146 -1.01291 -2.99856  -0.170
3 C 1.11487 1.29510 -2.57727  -0.155
4 C 1.18249 -1.39916 -1.83554  -0.169
5 C -0.51015 1.73515 -0.69071  -0.283
6 C 0.42865 0.83042 -1.44847  -0.075
7 C -1.39518 1.45086 0.25796  0.440
8 C 0.52207 -0.49581 -1.04350  0.128
9 C -1.18345 -1.66663 -0.16460  0.040
10 C -2.00178 1.69986 2.58068  -0.609
11 C 1.66660 -1.75144 1.46059  -0.648
12 C -2.38287 1.26702 1.17127  -0.617
13 C 0.56001 -0.75607 1.34125  -0.259
14 N -0.20255 -0.89243 0.09496  -0.495
15 I -2.27940 -2.40870 1.50918  0.212
16 H 2.30183 0.66453 -4.16501  0.224
17 H 2.15105 -1.67059 -3.77920  0.244
18 H 0.86683 2.35883 -2.79807  0.233
19 H 1.19007 -2.48107 -1.57755  0.242
20 H -0.57914 2.84570 -1.10730  0.328
21 H -2.64680 1.21263 3.23976  0.236
22 H -2.14555 2.73894 2.84282  0.247
23 H -0.98782 1.55987 2.78818  0.224
24 H 2.20640 -1.49492 2.34823  0.239
25 H 2.32225 -1.84979 0.66932  0.230
26 H 1.47641 -2.79677 1.53802  0.233
27 H -3.41244 1.38201 0.83531  0.329
28 H -2.65703 -0.05521 1.08888  0.356
29 H 0.94301 0.27820 1.62989  0.235
30 H -0.22372 -0.91969 2.13312  0.228

Atoms 1-3, force components in eV/Å:
-0.9 0.6 2.2
-2.1 1.7 0.9
-1.1 -0.4 0.7

=====

The following is a DFT calculation (wB97M-V/def2-TZVPD) of a 2-piece molecular cluster, C4H12 overall in a non-equilibrium geometry.

ΔE to the lowest compared entry with this formula, charge and spin   157.0 kJ/mol
Energy   -159.470336 a.u.
⟨S²⟩   0.75
Frontier orbital gap (alpha / beta)   2.8 / 11.5 eV
Spin multiplicity   2
Total charge   -1

Last column: natural (NBO) charge in e.
Geometry (Å):
1 C 1.32302 1.31181 -0.48154  -0.844
2 C 0.80998 2.64422 0.06540  -0.776
3 H 2.09215 1.36522 -1.26462  0.188
4 H 1.68691 0.81850 0.44035  0.183
5 H 0.42979 0.65177 -0.71588  0.209
6 H -0.15302 2.35895 0.51719  0.207
7 H 0.23194 3.12597 -0.94785  0.148
8 H 1.48421 3.24261 0.58138  0.195
9 C -1.11565 -1.22324 0.10325  -0.933
10 C -0.88658 -2.71513 0.33755  -0.690
11 H -2.14990 -1.01364 0.06362  0.190
12 H -0.55839 -0.43277 0.88514  0.166
13 H -0.68528 -0.88295 -0.92080  0.182
14 H -0.59268 -3.20587 -0.52251  0.196
15 H -0.09539 -2.81645 1.08451  0.198
16 H -1.82112 -3.22902 0.77480  0.183

Atoms 1-3, force components in eV/Å:
-0.6 -1.0 1.4
-4.3 -0.9 -5.1
-0.4 -0.1 0.2

=====

The following is a DFT calculation (wB97M-V/def2-TZVPD) of C37H45BrN15O2S5Sc as an isolated structure.

ΔE to the lowest compared entry with this formula, charge and spin   0.0 kJ/mol
Energy   -7734.339617 a.u.
Frontier orbital gap   7.8 eV
Total charge   +2

Last column: Löwdin charge in e.
Geometry (Å):
1 Sc -0.75098 -0.23395 0.88248  0.987
2 N 0.93073 2.74507 2.31016  0.132
3 C -0.40860 2.75194 2.39115  -0.676
4 N -1.20947 1.81357 1.89181  0.012
5 C -2.53629 2.12897 2.19027  -0.354
6 C -2.73145 3.29486 2.83675  -0.329
7 S -1.22557 4.05736 3.15428  1.133
8 C -3.57204 1.17334 1.79873  -0.373
9 C -4.88423 1.25430 2.10288  -0.318
10 S -5.73491 -0.05190 1.37174  1.120
11 C -4.25011 -0.63801 0.71726  -0.694
12 N -3.19092 0.09593 1.00808  -0.022
13 N -4.22488 -1.74993 -0.02570  0.116
14 H 1.37385 1.83973 2.19635  0.077
15 H 1.44752 3.44796 2.81255  0.117
16 H -3.65749 3.73767 3.15938  0.090
17 H -5.38963 1.98894 2.70333  0.088
18 H -5.05167 -2.31374 -0.11588  0.112
19 H -3.32969 -2.15413 -0.29910  -0.032
20 N -2.99085 -4.23688 6.59192  0.103
21 C -3.15192 -2.91163 6.43513  -0.853
22 S -3.95625 -1.93521 7.46037  0.736
23 C -2.55972 -2.37525 5.16348  -0.220
24 C -1.92047 -1.14270 5.16501  0.002
25 C -1.42341 -0.64666 3.97752  -0.086
26 N -1.56003 -1.28856 2.80713  -0.008
27 C -2.16939 -2.47761 2.80820  -0.100
28 C -2.67064 -3.05781 3.96025  0.016
29 H -3.34144 -4.66203 7.43643  0.111
30 H -2.34375 -4.76243 6.02925  0.111
31 H -1.82889 -0.57840 6.08204  0.111
32 H -0.90292 0.30053 3.94913  0.109
33 H -2.26825 -2.98135 1.85327  0.067
34 H -3.17449 -4.01216 3.89479  0.126
35 C 2.00504 -1.29711 -1.59646  0.020
36 C 1.65568 0.13753 -1.42587  -0.313
37 N 0.80282 0.66530 -0.56462  -0.008
38 C 0.76491 2.02301 -0.82710  -0.139
39 C 1.61435 2.31292 -1.83812  -0.031
40 N 2.17621 1.11005 -2.21081  0.012
41 C 3.23301 0.98096 -3.20608  -0.055
42 N 4.46799 1.51803 -2.72944  -0.060
43 N 4.61188 2.86683 -2.68652  0.054
44 N 5.72719 3.16256 -2.15008  0.091
45 C 6.37053 1.98652 -1.81167  -0.224
46 C 7.61580 1.78577 -1.20488  0.002
47 C 7.99697 0.48603 -0.98377  -0.068
48 C 7.16880 -0.59708 -1.36149  -0.068
49 C 5.94600 -0.41256 -1.96209  -0.019
50 C 5.56568 0.91769 -2.17837  -0.167
51 H 1.51318 -1.90583 -0.84400  0.039
52 H 3.08293 -1.44484 -1.51012  0.079
53 H 1.68188 -1.65294 -2.57675  0.100
54 H 0.13309 2.69560 -0.27822  0.095
55 H 1.91406 3.23935 -2.29440  0.125
56 H 2.93496 1.51344 -4.10823  0.146
57 H 3.36925 -0.07301 -3.44160  0.136
58 H 8.24144 2.62291 -0.93235  0.121
59 H 8.95062 0.27740 -0.52082  0.109
60 H 7.51823 -1.60409 -1.17873  0.109
61 H 5.33859 -1.25453 -2.26524  0.099
62 Br 6.86415 -3.02645 3.73136  0.813
63 C 5.18079 -2.41871 3.17732  -0.684
64 C 4.42087 -3.20653 2.32045  -0.099
65 C 3.17844 -2.75181 1.91747  0.004
66 C 2.70743 -1.51871 2.36571  -0.130
67 C 3.47624 -0.74171 3.22888  0.004
68 C 4.71826 -1.19135 3.63778  -0.099
69 C 1.39924 -1.04762 1.90402  -0.527
70 O 0.68262 -1.75380 1.12363  -0.172
71 O 0.92041 0.08553 2.23175  -0.111
72 H 4.79958 -4.15919 1.97999  0.109
73 H 2.56259 -3.34884 1.25966  0.126
74 H 3.10122 0.20842 3.58177  0.121
75 H 5.32694 -0.60096 4.30640  0.110
76 C -1.96932 2.25455 -5.62139  -0.069
77 C -1.17727 2.14929 -4.33194  -0.253
78 N -1.95921 2.61957 -3.19196  0.033
79 C -2.27140 1.92165 -2.10438  -0.727
80 S -1.89782 0.25289 -1.92137  0.714
81 N -2.90770 2.55042 -1.10706  0.017
82 C -3.31538 3.94992 -1.07965  -0.219
83 C -4.60766 4.22660 -1.83276  -0.062
84 H -1.36622 1.92146 -6.46456  0.082
85 H -2.26899 3.28356 -5.82416  0.080
86 H -2.86799 1.63999 -5.57479  0.080
87 H -0.26042 2.74307 -4.38144  0.115
88 H -0.89124 1.12181 -4.11582  0.069
89 H -2.31850 3.56059 -3.26057  0.131
90 H -3.25013 1.93339 -0.38780  0.081
91 H -2.48706 4.56017 -1.45235  0.122
92 H -3.41740 4.21682 -0.02663  0.113
93 H -4.52112 4.00361 -2.89705  0.072
94 H -4.88491 5.27491 -1.73394  0.086
95 H -5.42008 3.61908 -1.43545  0.082
96 C -2.73105 -3.12323 -4.47092  -0.051
97 N -2.36675 -2.71151 -3.12747  -0.046
98 C -1.70648 -3.47259 -2.26635  -0.813
99 N -1.36878 -4.71156 -2.64832  0.123
100 S -1.25860 -2.99280 -0.67784  0.686
101 H -3.26248 -2.30438 -4.94640  0.095
102 H -3.39939 -3.98659 -4.45181  0.098
103 H -1.84869 -3.35550 -5.07090  0.097
104 H -2.54243 -1.75187 -2.85574  -0.004
105 H -1.62806 -5.09762 -3.53952  0.103
106 H -0.90911 -5.30372 -1.97850  0.101

Atoms 1-3, force components in eV/Å:
-0.7 0.2 -0.5
0.1 0.1 0.0
0.1 -0.1 -0.1

=====

The following is a DFT calculation (wB97M-V/def2-TZVPD) of a 2-piece molecular cluster, C5H14NS overall.

ΔE to the lowest compared entry with this formula, charge and spin   112.0 kJ/mol
Energy   -651.569882 a.u.
Frontier orbital gap   8.0 eV
Total charge   +1

Last column: natural (NBO) charge in e.
Geometry (Å):
1 C 1.12208 -2.52949 0.60157  -0.432
2 C 2.24157 -0.46023 -0.00833  0.138
3 N 1.51257 -1.45446 -0.31998  -0.395
4 H 1.70651 -3.41587 0.37704  0.251
5 H 0.06567 -2.73080 0.45172  0.241
6 H 1.27645 -2.18432 1.62032  0.238
7 H 2.56758 -0.34376 1.01481  0.239
8 H 2.55091 0.21913 -0.79242  0.237
9 H 1.14404 -1.51640 -1.25741  0.436
10 C -1.83091 0.57602 -2.32190  -0.604
11 C -1.01051 1.19076 -1.19100  -0.408
12 C -1.35730 0.56232 0.15264  -0.501
13 S -0.21862 1.12064 1.47300  -0.051
14 H -1.60167 1.05069 -3.27145  0.230
15 H -2.89771 0.70935 -2.14206  0.223
16 H -1.64762 -0.49685 -2.42041  0.191
17 H 0.05537 1.07681 -1.41072  0.170
18 H -1.19748 2.26334 -1.13433  0.229
19 H -1.32268 -0.52653 0.10346  0.188
20 H -2.37243 0.84014 0.42895  0.237
21 H -0.73141 0.34419 2.44810  0.143

Atoms 1-3, force components in eV/Å:
-0.3 0.4 0.0
-0.2 -0.1 -0.1
0.1 -0.2 0.4

=====

The following is a DFT calculation (wB97M-V/def2-TZVPD) of an isolated ion of composition C7H12O2P and charge -1 in a non-equilibrium geometry.

ΔE to the lowest compared entry with this formula, charge and spin   147.8 kJ/mol
Energy   -765.802604 a.u.
Frontier orbital gap   7.8 eV
Structure (SMILES)   C[C@@H]1[C@H]2C[P@@](=O)([O-])[C@@H]1[C@@H]2C
Total charge   -1

Last column: natural (NBO) charge in e.
Geometry (Å):
1 C -0.36277 1.30249 -1.18469  -0.798
2 C -0.19486 -0.19291 -0.97802  -0.228
3 C -1.12821 -0.68101 0.17810  -0.255
4 C 1.01347 -0.37177 0.00369  -0.179
5 C -0.15136 -0.01780 1.18332  -0.583
6 C -1.35977 -2.18867 0.27358  -0.624
7 C 2.29204 0.52755 -0.01327  -0.638
8 O 0.33956 2.72417 1.07134  -1.194
9 O -2.10774 2.04964 0.79281  -1.178
10 P -0.67979 1.73334 0.64248  2.201
11 H 0.55453 1.79618 -1.25998  0.217
12 H -1.10908 1.48915 -1.95535  0.214
13 H -0.23358 -0.68694 -1.88278  0.180
14 H -2.10616 -0.14739 0.15922  0.230
15 H 1.44233 -1.39769 0.13265  0.185
16 H 0.04647 -0.35678 2.27938  0.218
17 H -0.48184 -2.77844 -0.01304  0.192
18 H -2.24354 -2.39248 -0.34536  0.207
19 H -1.29605 -2.51590 1.30362  0.208
20 H 2.71759 0.31499 -0.97402  0.178
21 H 2.97968 0.17421 0.67880  0.197
22 H 2.06908 1.61605 -0.09247  0.250

Atoms 1-3, force components in eV/Å:
-1.3 -1.1 2.1
1.0 0.4 2.2
-0.8 -0.2 0.0